Record 1
Below is one molecule with the formula C3H6N2S, with properties calculated with ωB97M-V/def2-TZVPD.

Output
- molecular weight (g/mol) = 102.16
- frontier orbital gap (eV) = 9.43
- electronic energy (eV) = -17021.5885
- charge = 0
- multiplicity = 1
- energy relative to the best compared isomer or geometry (same formula, charge and spin) (kcal/mol) = 56.6
- E_LUMO (eV) = 0.6
- SMILES = C=N/N=C\SC

Last column: natural (NBO) charge in e.
Cartesian coordinates (Å):
C (-1.08, 0.85, -1.87)  -0.0632
N (-0.48, 0.47, -0.80)  -0.3122
N (-0.78, 1.23, 0.34)  -0.3512
C (-0.22, 0.86, 1.44)  -0.0292
S (0.75, -0.54, 2.01)  0.2373
C (1.16, -1.45, 0.51)  -0.7455
H (-1.59, 1.80, -1.82)  0.1673
H (-1.00, 0.26, -2.78)  0.1876
H (-0.45, 1.52, 2.30)  0.2073
H (1.91, -2.24, 0.79)  0.2254
H (1.51, -0.77, -0.25)  0.2469
H (0.28, -1.99, 0.13)  0.2294

=====

Record 2
Below is a 2-piece molecular cluster, C4H12NO3P overall, with properties calculated with ωB97M-V/def2-TZVPD.

Output
- molecular weight (g/mol) = 153.12
- frontier orbital gap (eV) = 11.32
- electronic energy (eV) = -21264.6259
- charge = 0
- multiplicity = 1
- energy relative to the best compared isomer or geometry (same formula, charge and spin) (kcal/mol) = 6.0
- E_LUMO (eV) = 0.9
- SMILES = O=[PH](O)O.C=NC(C)C

Last column: natural (NBO) charge in e.
Cartesian coordinates (Å):
O (1.64, 1.82, 2.54)  -1.1468
P (2.60, 0.93, 1.92)  2.1678
O (3.45, 1.96, 0.85)  -0.9730
O (2.06, -0.27, 1.03)  -1.0430
H (3.29, 0.24, 2.84)  -0.1224
H (3.05, 2.78, 1.02)  0.4944
H (1.02, -0.14, 0.93)  0.5071
C (-1.08, 0.73, 1.47)  0.0047
N (-0.49, -0.02, 0.70)  -0.4697
C (-1.09, -0.34, -0.61)  -0.0428
C (-1.01, -1.88, -0.59)  -0.6272
C (-0.46, 0.37, -1.87)  -0.6075
H (-2.02, 1.30, 1.19)  0.1532
H (-0.57, 1.04, 2.46)  0.2263
H (-2.14, 0.14, -0.53)  0.1678
H (-0.72, -2.35, -1.50)  0.2130
H (-0.21, -2.15, 0.17)  0.2281
H (-1.94, -2.31, -0.27)  0.2161
H (-1.11, 0.02, -2.75)  0.2234
H (0.59, 0.19, -1.88)  0.2226
H (-0.69, 1.33, -1.56)  0.2081

=====

Record 3
Below is C5H23B2Cl2CoCrN5O18 as an isolated structure, with properties calculated with ωB97M-V/def2-TZVPD.

Output
- molecular weight (g/mol) = 644.71
- frontier orbital gap (alpha / beta) (eV) = 7.64 / 7.87
- electronic energy (eV) = -142276.8414
- charge = 0
- multiplicity = 8
- energy relative to the best compared isomer or geometry (same formula, charge and spin) (kcal/mol) = 0.0
- E_LUMO (alpha / beta) (eV) = -2.0 / -1.8

Last column: natural (NBO) charge in e.
Cartesian coordinates (Å):
Cr (-0.90, -1.59, -0.71)  1.4820
Co (1.37, 1.13, 1.82)  1.5298
Cl (0.93, 4.07, 0.20)  2.5697
O (0.78, 5.37, 0.76)  -0.7980
O (-0.30, 3.54, -0.31)  -0.8409
O (1.93, 4.06, -0.83)  -0.8531
O (1.41, 3.19, 1.28)  -0.9839
Cl (-2.07, -3.60, 2.16)  2.5673
O (-2.31, -4.86, 1.51)  -0.8316
O (-3.22, -3.19, 2.91)  -0.8344
O (-0.92, -3.67, 3.00)  -0.8079
O (-1.84, -2.60, 1.10)  -0.9850
B (1.19, -0.80, 3.06)  -0.7292
H (0.30, -1.57, 3.05)  0.0589
H (0.73, 0.28, 3.29)  -0.0764
H (1.96, -1.04, 3.92)  0.0220
H (1.78, -0.81, 2.00)  -0.0296
B (0.12, 0.23, 0.21)  -0.6808
H (-0.35, -0.65, 0.82)  0.0191
H (1.29, 0.23, 0.16)  0.0049
H (-0.34, 0.22, -0.86)  -0.0022
H (-0.18, 1.22, 0.73)  0.0270
C (-3.15, 2.26, -0.77)  -0.4887
N (-3.48, 0.89, -1.23)  0.5695
O (-2.71, -0.03, -0.99)  -0.4816
O (-4.53, 0.74, -1.81)  -0.3256
H (-2.62, 2.77, -1.58)  0.2443
H (-2.47, 2.19, 0.07)  0.2638
H (-4.07, 2.74, -0.48)  0.2441
C (3.61, -2.02, -1.94)  -0.4914
N (2.23, -2.30, -2.40)  0.5515
O (2.03, -3.30, -3.05)  -0.3451
O (1.34, -1.57, -2.00)  -0.4335
H (3.92, -2.75, -1.19)  0.2601
H (3.58, -1.04, -1.47)  0.2497
H (4.31, -2.03, -2.77)  0.2435
C (-0.56, -2.05, -5.00)  -0.4877
N (-1.52, -1.39, -4.08)  0.5743
O (-1.30, -1.43, -2.87)  -0.4855
O (-2.53, -0.98, -4.58)  -0.2721
H (0.39, -2.26, -4.51)  0.2431
H (-0.53, -1.42, -5.88)  0.2460
H (-0.97, -3.02, -5.29)  0.2533
C (4.81, 2.88, 0.37)  -0.4844
N (4.42, 1.44, 0.26)  0.5666
O (3.30, 1.13, 0.63)  -0.4698
O (5.22, 0.64, -0.14)  -0.3373
H (5.89, 2.89, 0.27)  0.2335
H (4.45, 3.30, 1.30)  0.2516
H (4.38, 3.34, -0.51)  0.2707
C (-3.63, -0.14, 3.76)  -0.4837
N (-3.46, 0.53, 2.45)  0.5494
O (-4.45, 0.79, 1.80)  -0.3896
O (-2.32, 0.81, 2.12)  -0.3983
H (-2.80, -0.81, 3.93)  0.2622
H (-4.60, -0.61, 3.81)  0.2408
H (-3.54, 0.63, 4.52)  0.2288

=====

Record 4
Below is one molecule with the formula CH2S3, with properties calculated with ωB97M-V/def2-TZVPD.

Output
- molecular weight (g/mol) = 110.23
- frontier orbital gap (eV) = 6.81
- electronic energy (eV) = -33571.8403
- charge = 0
- multiplicity = 1
- energy relative to the best compared isomer or geometry (same formula, charge and spin) (kcal/mol) = 69.1
- E_LUMO (eV) = -1.5
- SMILES = S=C(S)S

Last column: natural (NBO) charge in e.
Cartesian coordinates (Å):
S (4.06, 0.08, 0.00)  -0.2804
C (1.88, 0.03, 0.15)  -0.4457
S (1.15, -1.51, 0.04)  0.2319
S (1.17, 1.52, 0.00)  0.2566
H (-0.01, -1.28, -0.57)  0.1155
H (-0.08, 1.30, 0.66)  0.1220

=====

Record 5
Below is C44H40HfN4O6PS4SbSe as an isolated structure, with properties calculated with ωB97M-V/def2-TZVPD.

Output
- molecular weight (g/mol) = 1259.28
- frontier orbital gap (eV) = 6.24
- electronic energy (eV) = -190345.6859
- charge = 0
- multiplicity = 1
- energy relative to the best compared isomer or geometry (same formula, charge and spin) (kcal/mol) = 47.3
- E_LUMO (eV) = -1.5

Last column: Mulliken charge in e.
Cartesian coordinates (Å):
Hf (0.11, -0.39, -0.04)  0.9604
Se (1.49, -3.50, 2.79)  -0.1655
C (1.32, -2.70, 1.30)  0.3708
N (1.14, -2.14, 0.26)  -0.5715
O (-3.61, 1.13, 0.18)  -0.7295
C (-2.74, 0.38, 0.54)  -0.1751
O (-1.46, 0.67, 0.40)  -0.3958
C (-3.06, -0.93, 1.21)  1.3124
C (-4.39, -1.25, 1.45)  -0.9934
C (-4.72, -2.48, 2.00)  -0.7647
C (-3.72, -3.39, 2.31)  -0.7542
C (-2.39, -3.06, 2.11)  -1.3011
C (-2.07, -1.83, 1.56)  1.2108
H (-5.15, -0.53, 1.18)  0.5326
H (-5.75, -2.74, 2.17)  0.4716
H (-3.97, -4.36, 2.71)  0.4477
H (-1.60, -3.76, 2.36)  0.2451
H (-1.02, -1.58, 1.39)  0.3890
O (6.70, 2.72, 3.48)  -0.5334
S (7.83, 3.41, 2.86)  1.1054
O (9.12, 2.86, 3.20)  -0.6958
O (7.71, 4.85, 2.84)  -0.7019
C (7.62, 3.02, 1.06)  0.0649
N (8.59, 3.16, 0.18)  -0.4981
C (8.27, 2.91, -1.08)  -0.3585
C (7.08, 2.28, -1.43)  -0.6538
C (6.15, 2.12, -0.41)  0.4141
N (6.41, 2.63, 0.81)  -0.3428
C (4.85, 1.48, -0.47)  1.2818
C (4.21, 1.23, 0.75)  -1.1317
C (2.93, 0.73, 0.76)  -0.4930
N (2.23, 0.43, -0.35)  -0.6063
C (2.88, 0.62, -1.53)  -0.7774
C (4.15, 1.13, -1.63)  -1.1027
H (9.02, 3.16, -1.82)  0.4291
H (6.93, 1.91, -2.43)  0.3734
H (4.72, 1.48, 1.67)  0.7803
H (2.43, 0.57, 1.71)  0.7029
H (2.34, 0.33, -2.43)  0.7674
H (4.58, 1.27, -2.61)  0.3771
O (0.39, 0.02, 2.10)  0.6564
S (0.47, -0.36, 3.59)  0.0173
C (1.83, 0.66, 4.18)  0.3871
C (2.87, 0.03, 4.85)  -0.1706
C (3.99, 0.76, 5.19)  -0.6814
C (4.08, 2.10, 4.85)  -0.5025
C (3.02, 2.72, 4.20)  -0.7482
C (1.89, 2.01, 3.87)  -0.1087
C (-0.83, 0.60, 4.39)  0.5920
C (-1.64, 1.45, 3.67)  0.0069
C (-2.63, 2.16, 4.33)  -0.9059
C (-2.79, 2.02, 5.69)  -0.5450
C (-1.98, 1.15, 6.41)  -0.6904
C (-0.99, 0.43, 5.76)  -0.5219
H (2.79, -1.02, 5.09)  0.4309
H (4.81, 0.29, 5.70)  0.4525
H (4.99, 2.65, 5.04)  0.4362
H (3.09, 3.77, 3.95)  0.4411
H (1.06, 2.47, 3.35)  0.3211
H (-1.50, 1.56, 2.60)  0.2920
H (-3.26, 2.83, 3.77)  0.4921
H (-3.56, 2.58, 6.21)  0.4183
H (-2.10, 1.04, 7.47)  0.4405
H (-0.35, -0.24, 6.30)  0.4895
C (-2.50, 1.66, -2.77)  -1.2025
Sb (-0.41, 1.37, -2.36)  0.8910
C (-0.01, 0.45, -4.28)  -0.8730
C (0.27, 3.32, -3.04)  -1.3270
H (-2.61, 2.36, -3.60)  0.5169
H (-3.02, 2.03, -1.89)  0.4114
H (-2.92, 0.69, -3.05)  0.2504
H (-0.50, 1.04, -5.04)  0.4025
H (-0.42, -0.57, -4.31)  -0.0822
H (1.05, 0.41, -4.49)  0.4492
H (0.06, 3.41, -4.10)  0.3654
H (1.33, 3.43, -2.88)  0.4042
H (-0.26, 4.10, -2.51)  0.3864
S (-1.20, -3.09, -4.56)  -0.4835
P (-2.11, -3.03, -2.84)  0.9239
S (-1.54, -1.47, -1.59)  -0.0279
C (-2.00, -4.57, -1.88)  -0.0383
C (-2.76, -5.65, -2.33)  -0.4771
C (-2.70, -6.85, -1.66)  -0.6835
C (-1.89, -6.98, -0.55)  -0.5806
C (-1.13, -5.91, -0.11)  -0.4925
C (-1.18, -4.70, -0.78)  0.3125
C (-3.90, -2.76, -2.92)  -0.0403
C (-4.66, -2.92, -1.76)  0.0774
C (-6.03, -2.72, -1.81)  -0.6056
C (-6.63, -2.36, -3.01)  -0.6234
C (-5.86, -2.18, -4.15)  -0.5789
C (-4.50, -2.38, -4.11)  -0.5832
H (-3.39, -5.52, -3.21)  0.4331
H (-3.28, -7.69, -2.01)  0.4052
H (-1.84, -7.92, -0.02)  0.4071
H (-0.49, -6.01, 0.76)  0.4741
H (-0.60, -3.85, -0.44)  0.1014
H (-4.18, -3.20, -0.84)  0.3012
H (-6.63, -2.86, -0.93)  0.4707
H (-7.70, -2.22, -3.05)  0.3968
H (-6.34, -1.89, -5.08)  0.4316
H (-3.88, -2.28, -4.99)  0.3973